Computed, not measured: a structure of composition C5H5N3, with ωB97M-V/def2-TZVPD.

For the frontier orbital gap, the calculation gives 8.560 eV. Its electronic energy is -357.60058 Eh. The value obtained for the energy relative to the best compared isomer or geometry (same formula, charge and spin) is 4.6812 eV. Its spin multiplicity is 1.

Each line ends with the Mulliken charge.
Geometry (Å):
C: -1.940 -0.191 -0.126  -0.3400
C: -1.281 0.993 -0.038  -0.2956
C: 0.144 0.677 -0.231  0.3130
C: 1.539 0.975 -0.107  -0.6194
C: 2.134 -0.315 -0.002  -0.0817
H: -1.293 -1.678 0.958  0.3873
H: -3.031 -0.197 0.193  0.3403
H: -1.478 2.183 -0.139  0.2604
H: 1.932 2.013 -0.212  0.3328
H: 3.219 -0.977 0.452  0.2923
N: -1.218 -1.310 -0.187  -0.4957
N: 1.248 -1.381 -0.219  -0.8285
N: 0.026 -0.792 -0.343  0.7349

Forces on the atoms, in the same order (eV/Å):
-5.328 4.499 1.968
2.046 3.477 -2.026
-0.365 -3.801 0.076
-1.807 -0.225 -0.148
1.093 -4.918 0.514
0.298 0.572 -4.099
1.448 -0.601 -0.975
-0.619 -3.413 0.666
-0.074 -1.345 0.518
-3.091 3.236 -1.939
1.316 -2.988 4.015
0.136 1.999 1.093
4.947 3.508 0.336